No. 1
95
Properties=species:S:1:pos:R:3 method="wB97M-V/def2-TZVPD" homo_energy_ev="-5.432 / -5.432" lumo_energy_ev="2.12 / 1.45" charge=-1 largest_force_ev_per_a=4.35 multiplicity=2 orbital_gap_ev="7.556 / 6.886"
B -3.2384 -3.5693 2.3751
F -3.0704 -3.7181 3.7464
F -2.3356 -4.3524 1.7302
F -4.5468 -3.9234 2.0916
F -3.0098 -2.3114 1.9527
C 0.0803 -0.6480 0.9256
C 0.6876 -1.8766 0.3456
O 1.1060 -2.8650 1.2640
H -0.9809 -0.8296 1.0958
H 0.1388 0.1862 0.2265
H 0.5934 -0.3967 1.8538
H 1.5012 -1.5059 -0.2780
H 0.0149 -2.2060 -0.4463
C -0.2999 3.1983 1.7799
C 0.9312 3.7288 2.4799
C 1.6193 4.4724 1.3585
O 0.7580 4.2057 0.2550
C -0.5333 4.1505 0.6728
H -1.1323 3.0015 2.4554
H -0.2096 2.2491 1.2517
H 1.5513 2.9415 2.9087
H 0.5612 4.4516 3.2070
H 2.5840 4.0577 1.0663
H 1.7190 5.5455 1.5214
H -1.1990 3.8495 -0.1362
H -0.8804 5.1477 0.9434
C 4.6694 1.5641 1.6970
C 5.6731 0.6877 2.4364
C 5.1302 -0.6838 2.2734
O 4.5093 -0.6597 1.0164
C 3.8294 0.6288 0.8698
H 5.2116 2.2317 1.0274
H 4.0549 2.1409 2.3883
H 5.8137 0.9550 3.4837
H 6.5870 0.6500 1.8435
H 4.4973 -1.0511 3.0812
H 5.9178 -1.4373 2.2801
H 2.8452 0.5649 1.3339
H 3.7984 0.9275 -0.1781
C 2.3518 -1.4796 -4.6981
C 1.8129 -2.8624 -4.5777
C 1.9060 -3.1524 -3.1103
O 2.9827 -2.3385 -2.6120
C 3.0099 -1.1841 -3.3665
H 1.5235 -0.7996 -4.8971
H 2.9866 -1.3505 -5.5747
H 2.4298 -3.5984 -5.0932
H 0.7806 -2.7765 -4.9171
H 2.2190 -4.1479 -2.7955
H 0.9836 -2.8268 -2.6294
H 4.0320 -0.8579 -3.5591
H 2.4770 -0.3530 -2.9046
C -1.6651 0.6861 4.2904
C -0.1350 0.7190 4.4642
C 0.2423 -0.7162 4.7502
O -0.9160 -1.5447 4.4777
C -2.0769 -0.7686 4.6721
H -2.0635 0.7707 3.2794
H -2.2511 1.4386 4.8182
H 0.3619 1.4010 5.1541
H 0.2806 1.1111 3.5359
H 0.6569 -0.8721 5.7461
H 0.9995 -0.8619 3.9798
H -2.2356 -0.8380 5.7483
H -2.8990 -1.2551 4.1472
N -0.0104 2.6874 -2.0208
C -0.8118 3.1144 -3.0640
C -1.1112 2.0765 -3.9523
C -0.3866 0.9423 -3.4372
C 0.2223 1.3375 -2.2325
H 0.3806 3.2314 -1.2650
H -1.0823 4.1582 -3.1255
H -1.7036 2.0361 -4.8544
H -0.3909 -0.0033 -3.9588
H 0.9354 0.7209 -1.7056
N -3.3559 1.2229 -1.9606
C -2.8437 0.9092 -0.6686
C -4.0074 0.7871 0.1407
C -5.1396 0.8954 -0.6430
C -4.7023 1.0977 -1.9672
H -2.6904 1.3107 -2.7153
H -1.7871 0.8142 -0.4660
H -4.0538 0.6375 1.2093
H -6.1611 0.7720 -0.3150
H -5.3102 1.2350 -2.8493
N -2.1762 -3.6110 -2.1358
C -2.2024 -2.2797 -2.4056
C -3.2026 -2.0221 -3.3108
C -3.8487 -3.2733 -3.5810
C -3.0843 -4.2650 -2.8888
H -1.5271 -4.0048 -1.4696
H -1.4940 -1.6235 -1.9219
H -3.4841 -1.0764 -3.7499
H -4.6063 -3.5272 -4.3076
H -3.1056 -5.3446 -2.9060


No. 2
16
Properties=species:S:1:pos:R:3 method="wB97M-V/def2-TZVPD" homo_energy_ev=-9.174 lumo_energy_ev=0.87 de_lowest_kcal_mol=97.6 smiles="C#C[C@H]1[C@@H](O)[C@H]1C=C" largest_force_ev_per_a=3.91 orbital_gap_ev=10.043
C 1.1742 -0.0383 -0.9388
C -0.0313 0.7902 -0.7457
C -1.2830 0.2471 -0.2871
C -1.8968 -0.8463 -0.7503
C 1.0989 0.8946 0.2287
C 0.9552 0.3958 1.5797
C 0.8561 -0.0286 2.7024
H 0.2449 -1.5263 -0.1827
H 1.9656 0.2236 -1.6597
H -0.1291 1.7208 -1.4110
H -1.8272 0.8210 0.4611
H -2.9214 -1.0709 -0.4082
H -1.5560 -1.4461 -1.5463
H 1.6872 1.8285 0.1758
H 0.5953 -0.5422 3.6363
O 1.0674 -1.4230 -0.8541


No. 3
14
Properties=species:S:1:pos:R:3 method="wB97M-V/def2-TZVPD" homo_energy_ev=-13.993 lumo_energy_ev=-6.36 de_lowest_kcal_mol=251.4 charge=+1 largest_force_ev_per_a=4.93 orbital_gap_ev=7.631
C -1.1887 -0.1408 -1.1894
C -1.9961 0.0368 -2.1453
C 0.1537 -0.7005 -0.7221
C 1.3140 0.2713 -1.1044
C -1.5911 -0.3829 1.1831
N -0.7062 0.1430 0.1126
H 0.0627 -1.7235 -0.6256
H 2.3042 -0.3319 -1.0258
H 1.5877 0.6537 -0.0509
H 1.5342 0.2632 -2.2137
H -1.1398 -0.2032 2.0893
H -2.5596 0.0725 1.2311
H -1.5872 -1.5721 1.0324
H 0.6519 1.1102 -1.2029


No. 4
11
Properties=species:S:1:pos:R:3 method="wB97M-V/def2-TZVPD" homo_energy_ev=-6.608 lumo_energy_ev=0.21 largest_force_ev_per_a=0.82 orbital_gap_ev=6.818
Li 0.0000 0.0000 0.0000
N -0.1394 -2.2497 3.4599
C 0.4775 -1.1389 3.9652
C 0.5939 -0.2797 2.8984
N 0.0650 -0.8400 1.7645
C -0.3681 -2.0238 2.1323
H -0.3844 -3.0877 3.9688
H 0.7698 -1.0588 5.0023
H 1.0294 0.7111 2.8854
H -0.8488 -2.7510 1.4917
H -0.0557 0.7204 -1.5132


No. 5
108
Properties=species:S:1:pos:R:3 method="wB97M-V/def2-TZVPD" homo_energy_ev=-8.571 lumo_energy_ev=0.41 smiles="CCSC[C@@H]1[C@H](CCCN)NC(=O)[C@@]1(CCCOC)OB(O)O.CCOC(=O)C(F)(F)F.CCOC(=O)C(F)(F)F.CCOC(=O)C(F)(F)F.CCOC(=O)C(F)(F)F" largest_force_ev_per_a=2.13 orbital_gap_ev=8.984
C 6.3411 1.9795 -0.1100
C 5.1826 1.7481 -1.0798
S 5.1059 0.0436 -1.7185
C 3.6439 -0.5651 -0.8372
C 3.8821 -0.7864 0.6490
C 4.9393 -1.8255 1.1318
C 4.8506 -3.2676 0.6363
C 5.5459 -3.5399 -0.7176
C 4.6381 -3.5998 -1.9504
N 4.9712 -4.7329 -2.8455
N 4.6146 -1.8909 2.6008
C 3.1752 -1.8139 2.6414
O 2.4912 -2.5141 3.3663
C 2.6638 -0.7650 1.6073
C 1.3182 -1.2029 1.0499
C 1.3214 -2.4315 0.1306
C 0.5152 -2.2014 -1.1660
O -0.6200 -3.0483 -1.2270
C -1.8553 -2.3878 -1.3851
O 2.6378 0.5872 2.0779
B 1.7288 0.9766 3.0261
O 1.0836 0.1179 3.8925
O 1.5001 2.3471 3.1235
H 6.0868 2.8078 0.5506
H 6.5363 1.1087 0.5061
H 7.2357 2.2611 -0.6572
H 4.2319 1.9848 -0.6088
H 5.2743 2.3878 -1.9523
H 3.2753 -1.4243 -1.3824
H 2.8935 0.2213 -0.9327
H 4.3776 0.1440 0.9312
H 5.9006 -1.3783 0.9086
H 5.4118 -3.8432 1.3687
H 3.8401 -3.6665 0.6538
H 6.3876 -2.8652 -0.8547
H 5.9764 -4.5366 -0.6324
H 3.5892 -3.6250 -1.6593
H 4.7683 -2.6738 -2.5125
H 5.1610 -4.3601 -3.7656
H 4.1380 -5.2942 -2.9664
H 5.0089 -1.0347 2.9864
H 0.6462 -1.4290 1.8756
H 0.8828 -0.3319 0.5559
H 0.8180 -3.2559 0.6249
H 2.3133 -2.7237 -0.1751
H 1.1505 -2.4459 -2.0226
H 0.2273 -1.1579 -1.2897
H -1.8681 -1.3991 -0.9267
H -2.1459 -2.3259 -2.4349
H -2.6138 -2.9854 -0.8822
H 0.1477 0.0727 3.6910
H 0.5669 2.5118 2.9617
C 3.7392 3.2510 -7.4607
C 3.1469 1.8735 -7.2597
O 2.9528 1.5869 -5.8593
C 1.8664 2.0909 -5.3080
O 1.0303 2.7571 -5.8440
C 1.7858 1.6584 -3.8350
F 2.9572 1.8001 -3.2191
F 1.4257 0.3723 -3.7502
F 0.8810 2.3781 -3.1806
H 4.6641 3.3540 -6.8928
H 3.9532 3.4172 -8.5155
H 3.0540 4.0270 -7.1210
H 3.8305 1.1076 -7.6178
H 2.2058 1.7562 -7.7950
C -5.0331 2.5247 5.8631
C -4.2129 1.2573 5.9489
O -3.8609 0.7731 4.6328
C -2.8293 1.3527 4.0573
O -2.1480 2.2313 4.4937
C -2.5594 0.6940 2.6965
F -3.6718 0.5191 1.9908
F -1.9859 -0.5122 2.8562
F -1.7260 1.4350 1.9621
H -5.9123 2.3664 5.2377
H -5.3575 2.8285 6.8575
H -4.4573 3.3386 5.4234
H -4.7904 0.4675 6.4062
H -3.3126 1.3973 6.5457
C -6.6130 -4.5688 9.6207
C -7.8107 -3.6529 9.7440
O -7.4856 -2.3080 9.3358
C -7.4936 -2.0788 8.0343
O -7.7399 -2.8585 7.1664
C -7.1705 -0.5977 7.7744
F -6.1332 -0.1829 8.5097
F -8.2185 0.1696 8.0812
F -6.8709 -0.3967 6.4943
H -5.7679 -4.1678 10.1807
H -6.8549 -5.5573 10.0085
H -6.3025 -4.6721 8.5817
H -8.1237 -3.5705 10.7821
H -8.6595 -4.0187 9.1683
C -1.3691 4.1486 -6.7953
C -2.8481 4.1607 -6.4809
O -3.6432 4.3983 -7.6632
C -3.8603 3.3503 -8.4374
O -3.4733 2.2345 -8.2631
C -4.7511 3.7629 -9.6225
F -4.3392 4.9102 -10.1656
F -6.0124 3.9289 -9.2103
F -4.7412 2.8305 -10.5647
H -1.0853 5.0749 -7.2987
H -0.7959 4.0527 -5.8842
H -1.1134 3.3222 -7.4554
H -3.0877 4.9786 -5.8049
H -3.1648 3.2339 -6.0043


Please write out number 3 again, unchanged.
14
Properties=species:S:1:pos:R:3 method="wB97M-V/def2-TZVPD" homo_energy_ev=-13.993 lumo_energy_ev=-6.36 de_lowest_kcal_mol=251.4 charge=+1 largest_force_ev_per_a=4.93 orbital_gap_ev=7.631
C -1.1887 -0.1408 -1.1894
C -1.9961 0.0368 -2.1453
C 0.1537 -0.7005 -0.7221
C 1.3140 0.2713 -1.1044
C -1.5911 -0.3829 1.1831
N -0.7062 0.1430 0.1126
H 0.0627 -1.7235 -0.6256
H 2.3042 -0.3319 -1.0258
H 1.5877 0.6537 -0.0509
H 1.5342 0.2632 -2.2137
H -1.1398 -0.2032 2.0893
H -2.5596 0.0725 1.2311
H -1.5872 -1.5721 1.0324
H 0.6519 1.1102 -1.2029